1.
This record from the OMol25 dataset describes C20H35BiCl3GeN7O2S2Si as an isolated structure. The level of theory is ωB97M-V with the def2-TZVPD basis set.

Values from the calculation:
- frontier orbital gap (spin up / spin down) (eV) = 7.0 / 5.7
- expectation value of S² = 0.766
- HOMO level (spin up / spin down) (eV) = -9.9955 / -10.2470
- spin multiplicity = 2
- E_tot (Eh) = -6074.76367
- net charge = +1

Each line ends with the Löwdin spin population.
Geometry (Å):
Bi  0.915  0.935  1.375  0.38
N  -2.045  1.547  1.294  0.01
N  -2.745  0.476  0.733  0.00
C  -2.248  -0.255  -0.256  0.00
N  -2.984  -1.277  -0.688  0.00
S  -0.740  0.137  -0.992  0.02
H  -1.919  1.354  2.286  0.00
H  -2.557  2.411  1.160  0.00
H  -3.498  0.078  1.279  0.00
H  -3.730  -1.628  -0.103  0.00
H  -2.510  -1.977  -1.232  0.00
N  3.994  -4.764  3.951  0.00
C  2.836  -4.058  3.788  0.00
C  2.214  -3.442  4.886  0.00
C  1.054  -2.717  4.722  0.00
C  0.497  -2.579  3.453  0.00
C  1.099  -3.183  2.357  0.00
C  2.257  -3.915  2.518  0.00
S  -0.937  -1.602  3.250  0.01
O  -1.412  -1.787  1.887  0.00
O  -1.838  -1.858  4.332  0.00
N  -0.424  -0.057  3.230  0.08
C  0.246  0.565  4.240  0.01
N  0.087  0.317  5.533  0.00
C  0.728  1.128  6.368  0.00
C  1.521  2.192  5.954  0.00
C  1.696  2.337  4.594  0.00
N  1.089  1.507  3.746  0.01
H  4.304  -4.999  4.876  0.00
H  4.333  -5.341  3.204  0.00
H  2.644  -3.553  5.874  0.00
H  0.564  -2.270  5.577  0.00
H  0.651  -3.080  1.377  0.00
H  2.722  -4.388  1.662  0.00
H  0.598  0.917  7.424  0.00
H  1.998  2.854  6.659  0.00
H  2.330  3.099  4.159  0.00
Cl  3.110  0.648  0.160  0.08
Ge  0.574  3.898  0.834  0.25
Cl  -0.707  4.233  2.626  0.06
Cl  2.560  4.297  1.704  0.07
C  1.414  -0.606  -2.994  0.00
Si  -0.105  0.388  -3.396  0.00
C  -1.491  -0.528  -4.273  0.00
C  -1.218  -0.421  -5.793  0.00
C  -2.867  0.062  -3.964  0.00
C  -1.434  -2.015  -3.908  0.00
C  0.051  2.277  -3.415  0.00
C  0.013  2.725  -4.891  0.00
C  -1.071  3.015  -2.672  0.00
C  1.408  2.644  -2.804  0.00
H  1.966  -0.842  -3.910  0.00
H  1.126  -1.545  -2.525  0.00
H  2.086  -0.067  -2.327  0.00
H  -1.306  0.598  -6.167  0.00
H  -1.954  -1.030  -6.324  0.00
H  -0.231  -0.805  -6.066  0.00
H  -2.959  1.090  -4.319  0.00
H  -3.095  0.048  -2.898  0.00
H  -3.632  -0.528  -4.477  0.00
H  -0.481  -2.468  -4.184  0.00
H  -1.578  -2.185  -2.842  0.00
H  -2.220  -2.547  -4.449  0.00
H  -0.958  2.537  -5.350  0.00
H  0.788  2.253  -5.502  0.00
H  0.189  3.803  -4.931  0.00
H  -2.013  2.981  -3.224  0.00
H  -0.782  4.066  -2.579  0.00
H  -1.244  2.632  -1.669  0.00
H  2.245  2.208  -3.353  0.00
H  1.499  2.326  -1.763  0.00
H  1.527  3.731  -2.831  0.00

2.
This record from the OMol25 dataset describes C20H35Cl2N4O3PrS as an isolated structure. The level of theory is ωB97M-V with the def2-TZVPD basis set.

Values from the calculation:
- frontier orbital gap (spin up / spin down) (eV) = 4.4 / 4.4
- expectation value of S² = 2.006
- HOMO level (spin up / spin down) (eV) = -4.1290 / -4.1803
- spin multiplicity = 3
- E_tot (Eh) = -3063.44271
- ΔE to the lowest compared entry with this formula, charge and spin (kcal/mol) = 31.8

Each line ends with the natural charge from an NBO analysis.
Geometry (Å):
O  -0.111  1.003  -2.042  -0.62
C  -1.010  1.364  -2.835  0.51
C  -0.641  2.046  -4.066  -0.17
C  0.571  2.772  -4.138  -0.18
H  1.119  2.965  -3.214  0.24
C  1.039  3.169  -5.387  -0.16
H  1.990  3.690  -5.455  0.20
C  0.314  2.880  -6.550  -0.21
H  0.702  3.188  -7.524  0.22
C  -0.897  2.177  -6.464  -0.22
H  -1.451  1.926  -7.373  0.22
C  -1.379  1.775  -5.229  -0.16
H  -2.309  1.208  -5.107  0.23
H  -2.055  1.040  -2.679  0.21
C  -2.985  2.709  -1.006  -0.68
C  -2.419  1.556  -0.329  -0.26
H  -3.871  3.112  -0.478  0.16
H  -3.286  2.467  -2.040  0.18
H  -2.199  3.495  -1.041  0.22
C  -2.499  1.021  0.872  -0.29
C  -3.613  1.324  1.872  -0.66
H  -1.780  0.304  1.298  0.12
H  -4.235  2.162  1.530  0.20
H  -3.205  1.578  2.858  0.18
H  -4.279  0.466  2.026  0.18
Pr  0.405  -0.387  -0.280  1.06
Cl  1.591  2.115  0.018  -0.58
Cl  -1.332  -1.761  -1.949  -0.57
H  4.595  1.227  -2.902  0.20
H  5.932  1.405  -1.022  0.21
C  3.731  0.807  -2.378  -0.43
C  5.186  0.989  -0.343  -0.41
N  4.200  0.241  -1.114  -0.35
H  3.283  0.008  -2.981  0.24
C  3.556  -0.789  -0.569  0.57
O  2.483  -1.266  -1.052  -0.70
H  5.681  0.308  0.354  0.21
H  4.003  -1.207  0.342  0.17
H  2.991  1.599  -2.180  0.26
H  4.708  1.805  0.221  0.24
H  -1.610  -5.443  2.398  0.20
H  -0.741  -6.643  0.060  0.19
C  -1.838  -4.591  1.744  -0.42
C  -1.075  -5.697  -0.384  -0.40
N  -0.964  -4.608  0.573  -0.39
H  -1.699  -3.650  2.287  0.24
C  -0.130  -3.606  0.323  0.58
O  -0.126  -2.529  0.979  -0.68
H  -0.444  -5.453  -1.246  0.22
H  0.554  -3.752  -0.534  0.16
H  -2.883  -4.696  1.424  0.21
H  -2.113  -5.814  -0.707  0.21
C  0.566  1.404  5.809  -0.42
N  0.215  1.064  4.425  -0.61
C  0.483  -0.194  3.954  0.39
S  1.414  -0.435  2.551  -0.19
N  0.079  -1.237  4.712  -0.58
C  -1.022  -1.185  5.686  -0.43
H  0.540  0.515  6.436  0.21
H  -0.152  2.138  6.178  0.21
H  1.564  1.852  5.845  0.21
H  0.531  1.767  3.754  0.43
H  0.226  -2.140  4.265  0.42
H  -1.820  -1.865  5.358  0.21
H  -0.665  -1.526  6.667  0.20
H  -1.417  -0.168  5.778  0.23

3.
This record from the OMol25 dataset describes a 9-piece molecular cluster, C20H35Cl6N3O12 overall. The level of theory is ωB97M-V with the def2-TZVPD basis set.

Values from the calculation:
- frontier orbital gap (eV) = 11.1
- HOMO level (eV) = -10.5986
- spin multiplicity = 1
- structure (SMILES) = COC(=O)OC.COC(=O)OC.COC(=O)OC.COC(=O)OC.ClC(Cl)Cl.ClC(Cl)Cl.CC#N.CC#N.CC#N
- E_tot (Eh) = -4611.30872

Each line ends with the Mulliken charge.
Geometry (Å):
C  -6.293  -5.177  3.252  -0.62
O  -6.481  -3.990  2.490  -0.32
C  -5.689  -2.901  2.696  0.74
O  -5.027  -2.641  3.690  -0.56
O  -5.732  -2.151  1.600  -0.24
C  -5.105  -0.901  1.597  -0.54
H  -6.975  -5.966  2.936  0.22
H  -6.485  -4.945  4.300  0.28
H  -5.267  -5.497  3.071  0.30
H  -5.796  -0.159  1.996  0.35
H  -4.722  -0.583  0.626  0.02
H  -4.196  -0.841  2.196  0.39
C  -2.449  3.720  7.437  -0.68
O  -3.269  3.592  6.312  -0.33
C  -2.774  3.147  5.133  0.86
O  -1.592  2.961  4.826  -0.62
O  -3.744  2.998  4.291  -0.37
C  -3.517  2.395  2.985  -0.49
H  -2.522  4.756  7.770  0.26
H  -1.393  3.509  7.274  0.32
H  -2.702  3.115  8.308  0.27
H  -2.716  2.923  2.469  0.24
H  -4.454  2.530  2.445  0.28
H  -3.295  1.331  3.070  0.22
C  1.086  -3.634  -2.346  -0.19
O  1.248  -3.349  -3.751  -0.39
C  1.340  -2.040  -4.208  0.63
O  1.187  -1.079  -3.514  -0.24
O  1.690  -2.060  -5.495  -0.38
C  1.924  -0.841  -6.210  -0.48
H  0.131  -3.227  -2.014  0.12
H  1.842  -3.037  -1.836  0.02
H  1.156  -4.704  -2.150  0.28
H  2.267  -1.136  -7.202  0.30
H  2.828  -0.361  -5.836  0.13
H  1.135  -0.094  -6.286  0.28
C  6.800  2.819  -4.008  -0.60
O  5.486  3.221  -3.820  -0.34
C  4.456  2.240  -4.002  0.76
O  4.686  1.093  -4.422  -0.57
O  3.258  2.727  -3.740  -0.32
C  2.054  2.036  -3.936  -0.34
H  7.436  3.680  -3.804  0.25
H  6.996  2.574  -5.052  0.29
H  7.082  2.022  -3.321  0.24
H  1.279  2.652  -3.478  0.27
H  1.934  1.058  -3.470  0.07
H  1.750  1.945  -4.979  0.32
Cl  3.856  0.129  -0.527  -0.07
C  5.082  -0.782  -1.449  0.47
Cl  4.349  -2.069  -2.441  -0.13
Cl  6.366  -1.380  -0.462  -0.13
H  5.523  -0.099  -2.175  -0.22
Cl  -4.741  -0.705  -1.892  -0.15
C  -3.370  -1.815  -2.253  0.02
Cl  -1.850  -0.983  -2.833  -0.05
Cl  -3.881  -3.058  -3.384  -0.13
H  -3.148  -2.278  -1.292  0.25
C  3.322  -2.169  2.408  -0.72
C  2.156  -2.153  1.485  0.36
N  1.267  -2.089  0.724  -0.44
H  4.085  -2.714  1.852  0.23
H  2.937  -2.718  3.267  0.37
H  3.554  -1.165  2.765  0.23
C  0.175  0.936  -0.504  0.34
C  -1.049  0.620  0.211  0.05
N  -2.044  0.418  0.724  -0.27
H  0.003  0.581  -1.520  -0.21
H  0.975  0.346  -0.055  -0.31
H  0.479  1.981  -0.550  0.39
C  0.817  3.232  2.365  -0.53
C  1.848  2.256  2.246  0.32
N  2.681  1.523  2.232  -0.32
H  0.032  2.968  1.656  0.08
H  1.269  4.193  2.119  0.32
H  0.453  3.264  3.392  0.19